Molecular formula: C4H9N2
Method: DFT, the ωB97M-V functional and the def2-TZVPD basis

Calculated total energy: -7264.1323 eV
Total charge: +1
Energy above the lowest of the compared OMol25 structures with the same formula, charge and spin: 4.009 eV
LUMO energy: -5.57 eV
Structure (SMILES): C=C/[N+](C)=N/C

Each atom is followed by the atoms it is bonded to, with distances in Å.
Element x y z (Å)
1 C 2.28906 0.76940 -0.08061  C2 1.297, H7 1.039, H8 1.143
2 C 1.53856 -0.28566 -0.00871  C1 1.297, N6 1.428, H9 1.148
3 C -1.77668 1.07945 0.10139  N5 1.441, H10 1.007, H11 1.091, H12 1.118
4 C -0.60723 -1.39016 -0.06037  N6 1.392, H13 1.085, H14 1.119, H15 1.163
5 N -0.34778 0.90287 0.04895  C3 1.441, N6 1.198
6 N 0.11351 -0.20235 0.02956  C2 1.428, C4 1.392, N5 1.198
7 H 3.30219 0.53974 -0.10559  C1 1.039
8 H 2.00677 1.87680 -0.09579  C1 1.143
9 H 2.04048 -1.31788 0.01022  C2 1.148
10 H -1.96251 1.82864 0.74860  C3 1.007
11 H -2.33585 0.19063 0.39620  C3 1.091
12 H -2.03763 1.20058 -0.97911  C3 1.118
13 H -1.45539 -1.36097 -0.73659  C4 1.085
14 H -0.96570 -1.62258 0.97433  C4 1.119
15 H 0.19821 -2.20850 -0.24246  C4 1.163